No. 1
The following is a quantum chemistry calculation of C4H5FS in the gas phase at a distorted geometry, from the OMol25 dataset.

For the frontier orbital gap, the calculation gives 8.54 eV. The SMILES is FC1CC(=S)C1. The highest occupied orbital energy comes out at -0.326 Eh.

Positions of all 11 atoms, in Å:
F: 1.950 -0.179 -0.354
C: 0.824 0.081 0.450
C: -0.084 1.052 -0.202
C: -1.224 -0.073 -0.178
S: -2.824 -0.063 -0.097
C: -0.044 -1.075 -0.063
H: 1.194 0.069 1.474
H: -0.253 1.931 0.648
H: 0.535 1.617 -1.093
H: 0.423 -1.282 -0.888
H: -0.497 -2.078 0.303

No. 2
The following is a quantum chemistry calculation of 2 unconnected molecules or ions with the total composition C4H5N3O at a distorted geometry, from the OMol25 dataset.

For the frontier orbital gap (alpha / beta), the calculation gives 8.38 / 6.86 eV. The highest occupied orbital energy (alpha / beta) comes out at -0.320 / -0.283 Eh.

Positions of all 13 atoms, in Å:
C: -0.598 -0.944 -2.054
N: -0.320 0.058 -1.088
C: -0.060 1.184 -0.750
C: 0.025 0.521 1.470
C: 1.425 -0.210 1.421
N: 0.902 -1.300 1.199
N: -0.819 1.048 2.159
O: 0.134 2.340 -0.581
H: -0.935 0.943 3.160
H: 2.314 -0.019 2.001
H: -0.954 -0.496 -2.986
H: 0.309 -1.536 -2.197
H: -1.422 -1.591 -1.754

| no. | DFT total energy (eV) |
| --- | --- |
| 1 | -17778.260 |
| 2 | -10740.688 |